Molecular formula: C2H3OSc
Method: DFT, wB97M-V/def2-TZVPD

As for the HOMO energy (alpha / beta): -18.94 / -18.63 eV. Its total charge is +2. Its LUMO energy (alpha / beta) is -11.470 / -11.579 eV. The calculation puts the HOMO-LUMO gap (alpha / beta) at 7.5 / 7.1 eV. Its total energy is -912.98627 Eh. The calculation puts the energy above the lowest of the compared OMol25 structures with the same formula, charge and spin at 3.823 eV.

Structure (XYZ):
```
7
C2H3OSc (wB97M-V/def2-TZVPD)
O -0.07128 -0.73634 -0.37135
C -0.95870 -0.43582 -1.33954
Sc -1.74841 1.18426 0.08133
H 0.61626 -1.40940 -0.54320
C 0.32865 0.47763 0.55827
H 1.22201 0.94110 0.11996
H 0.61147 -0.02142 1.49454
```

Atomic partial charges in e from the natural (NBO) method, atoms 1 to 5:
1 O -0.566
2 C 0.080
3 Sc 1.996
4 H 0.593
5 C -0.631



Molecular formula: C43H38HgN7O15
Method: DFT, wB97M-V/def2-TZVPD

As for the HOMO energy: -11.48 eV. Its total charge is +1. Its LUMO energy is -9.835 eV. The calculation puts the HOMO-LUMO gap at 1.6 eV. Its total energy is -3325.39401 Eh. The calculation puts the energy above the lowest of the compared OMol25 structures with the same formula, charge and spin at 7.138 eV.

Structure (XYZ):
```
104
C43H38HgN7O15 (wB97M-V/def2-TZVPD)
Hg 6.24364 -1.36131 0.78771
C 1.40604 -1.24611 -0.09423
O 2.79518 -1.35131 0.01448
H 1.04905 -0.43302 0.53787
H 1.01294 -0.96044 -1.06992
H 0.83994 -2.07584 0.32906
C -3.66960 5.90985 1.06453
C -2.42147 5.31736 0.86236
C -1.95927 4.23312 1.57463
C -2.68892 3.72492 2.71801
C -3.96823 4.25699 2.90999
C -4.46759 5.33637 2.13163
N -2.03783 2.76495 3.70885
O -0.90198 2.36218 3.48549
O -2.82150 2.33880 4.62052
H -4.08193 6.69710 0.45084
H -1.94353 5.80095 0.02324
H -0.97808 3.81536 1.40392
H -4.69956 3.81109 3.56781
H -5.43432 5.74148 2.39185
C 3.33798 -1.42862 -5.97594
C 2.66299 -0.18955 -5.99974
C 1.76929 0.05055 -7.05066
C 1.60042 -0.83253 -8.09932
C 2.33220 -2.02263 -8.10603
C 3.21139 -2.36194 -7.05501
N 0.64152 -0.52182 -9.15842
O 0.53525 -1.34752 -10.06535
O 0.18869 0.60509 -9.19877
H 4.09673 -1.52544 -5.21350
H 2.78365 0.33688 -5.06448
H 1.18371 0.94638 -6.90576
H 2.18637 -2.65814 -8.96699
H 3.68522 -3.33243 -7.05068
C -1.42593 -3.42823 -5.60271
C -1.68479 -4.14500 -6.74326
C -2.80424 -3.85624 -7.55469
C -3.59076 -2.74329 -7.37623
C -3.22534 -1.94098 -6.24866
C -2.22132 -2.31943 -5.29640
N -4.77193 -2.44975 -8.28912
O -5.25533 -1.33334 -8.20953
O -4.89652 -3.28854 -9.22516
H -0.60192 -3.67230 -4.94862
H -1.07923 -5.00962 -6.97159
H -3.11926 -4.47672 -8.38063
H -3.78547 -1.04379 -6.03024
H -2.08715 -1.69674 -4.42425
C -4.66559 -1.28451 1.66892
C -3.69589 -2.26522 1.71495
C -3.97761 -3.49754 2.29828
C -5.13826 -3.70653 3.13428
C -6.07278 -2.66601 3.16216
C -5.86790 -1.49855 2.33948
N -5.28546 -4.87030 4.01767
O -6.02480 -4.83222 4.96552
O -4.62195 -5.88981 3.79445
H -4.36525 -0.46534 1.03239
H -2.83983 -2.23895 1.05703
H -3.19002 -4.23472 2.24672
H -7.00298 -2.74367 3.70539
H -6.60146 -0.71459 2.22243
C 0.96473 -4.99728 4.31197
C 0.12518 -4.02178 4.82241
C -0.64437 -4.23391 5.94850
C -0.63143 -5.52448 6.49561
C 0.12658 -6.59007 5.98884
C 0.93398 -6.27589 4.86626
N -1.51958 -5.80346 7.68266
O -2.30655 -4.98526 8.14620
O -1.37065 -6.86240 8.27836
H 1.57682 -4.91421 3.42606
H 0.22383 -3.01767 4.43715
H -1.22025 -3.41744 6.35855
H 0.07771 -7.57813 6.42214
H 1.55587 -7.03839 4.42101
C 3.82683 5.55794 5.33914
C 4.29298 4.81308 6.43267
C 4.41981 3.44305 6.24496
C 4.15428 2.77813 5.01896
C 3.51526 3.56215 3.95538
C 3.43113 4.96737 4.15898
N 4.38643 1.33955 4.81143
O 4.72230 0.91828 3.71704
O 4.25047 0.61553 5.80138
H 3.84499 6.62177 5.52446
H 4.60904 5.23881 7.37355
H 4.68764 2.89289 7.13490
H 3.24036 3.02458 3.05992
H 3.04594 5.55805 3.34099
C 2.40944 5.51231 -2.61120
C 2.35538 4.16331 -2.30098
C 3.38357 3.57231 -1.58736
C 4.52422 4.31104 -1.20491
C 4.62636 5.65875 -1.64932
C 3.57961 6.25802 -2.31904
N 5.59415 3.71804 -0.32564
O 5.59833 2.50692 -0.10560
O 6.54294 4.41052 0.06800
H 1.61408 6.05885 -3.09608
H 1.45128 3.61821 -2.52874
H 3.32196 2.51955 -1.35433
H 5.48479 6.25874 -1.38567
H 3.60490 7.27390 -2.68475
```

Atomic partial charges in e from the Löwdin method, atoms 1 to 5:
1 Hg 0.746
2 C -0.096
3 O -0.005
4 H 0.152
5 H 0.108



Molecular formula: C6H14N2O2
Method: DFT, wB97M-V/def2-TZVPD

As for the HOMO energy: -9.07 eV. Its LUMO energy is 0.585 eV. Its structure (SMILES) is CNC(C)=O.CNC(C)=O. The calculation puts the HOMO-LUMO gap at 9.7 eV. Its total energy is -497.01424 Eh. The calculation puts the energy above the lowest of the compared OMol25 structures with the same formula, charge and spin at 1.178 eV.

Structure (XYZ):
```
24
C6H14N2O2 (wB97M-V/def2-TZVPD)
C -1.22634 -1.11009 1.99727
N -0.96249 -2.14249 0.95937
C 0.16395 -2.10186 0.18601
C 0.36961 -3.20609 -0.86286
O 0.86479 -1.10284 0.23741
H -1.63056 -1.66869 2.85851
H -0.30465 -0.62055 2.29058
H -1.86709 -0.37078 1.50525
H -1.75206 -2.75341 0.84367
H 1.21470 -2.96310 -1.55863
H 0.78578 -4.08393 -0.40165
H -0.56822 -3.17349 -1.40613
C 1.96076 2.67515 0.33682
N 0.96906 1.83498 -0.33748
C -0.21755 2.42787 -0.81781
C -1.06845 1.50283 -1.57926
O -0.44837 3.60931 -0.71739
H 1.56909 3.56477 0.78650
H 2.24332 2.15374 1.26305
H 2.88472 2.78734 -0.23159
H 0.92312 0.89317 0.02730
H -1.33451 0.57631 -1.05371
H -2.01374 2.00272 -1.81401
H -0.55486 1.26910 -2.51123
```

Atomic partial charges in e from the natural (NBO) method, atoms 1 to 5:
1 C -0.422
2 N -0.627
3 C 0.687
4 C -0.718
5 O -0.663



Molecular formula: C6H13N2O3S
Method: DFT, wB97M-V/def2-TZVPD

As for the HOMO energy: -4.12 eV. Its total charge is -1. Its LUMO energy is 3.521 eV. The calculation puts the HOMO-LUMO gap at 7.6 eV. Its total energy is -969.79074 Eh. The calculation puts the energy above the lowest of the compared OMol25 structures with the same formula, charge and spin at 2.055 eV.

Structure (XYZ):
```
25
C6H13N2O3S (wB97M-V/def2-TZVPD)
C -0.61028 1.94554 0.28809
C -1.21986 2.13262 -1.13231
C 2.28324 0.24802 -0.97711
C -1.29616 -2.00832 0.99644
C 1.23396 -0.86710 -0.59827
C -1.22976 -1.50500 -0.45726
N -0.26713 0.72141 0.56157
N -0.22437 -0.41591 -0.60051
O -0.04228 0.03246 3.15654
O -0.48120 2.89888 1.02876
O 1.81571 1.31169 2.29124
S 0.92931 0.19994 2.07387
H -1.96525 3.04620 -1.20711
H -0.33922 2.38615 -1.75167
H -1.60006 1.27768 -1.52555
H 2.45034 0.65772 -0.08574
H 3.23982 -0.19693 -1.26530
H 1.84525 0.82006 -1.78185
H -1.17358 -1.14210 1.62477
H -2.26302 -2.50102 1.10330
H -0.50360 -2.65844 1.35759
H 1.30030 -1.44030 -1.54593
H 1.39461 -1.46921 0.25002
H -0.99672 -2.34450 -1.10593
H -2.28006 -1.12953 -0.69766
```

Atomic partial charges in e from the natural (NBO) method, atoms 1 to 5:
1 C 0.637
2 C -0.696
3 C -0.609
4 C -0.659
5 C -0.229



Molecular formula: C25H31N5O3
Method: DFT, wB97M-V/def2-TZVPD

As for the HOMO energy: -8.10 eV. Its LUMO energy is 0.436 eV. Its structure (SMILES) is CCOC(=O)N1CCC(NCc2c(C(=O)N(C)Cc3ccccc3)nc3ccccn23)CC1. The calculation puts the HOMO-LUMO gap at 8.5 eV. Its total energy is -1470.81410 Eh. The calculation puts the energy above the lowest of the compared OMol25 structures with the same formula, charge and spin at 1.037 eV.

Structure (XYZ):
```
64
C25H31N5O3 (wB97M-V/def2-TZVPD)
C -6.17518 -0.53705 -0.59672
C -5.54009 -1.91315 -0.73609
O -4.26964 -1.98920 -0.09427
C -3.19843 -1.64350 -0.85230
O -3.28620 -1.24486 -1.99173
N -2.03227 -1.81905 -0.19773
C -1.90635 -2.32542 1.14932
C -1.02959 -1.39185 1.98047
C 0.34846 -1.20595 1.33234
N 1.14121 -0.35953 2.20190
C 2.57924 -0.48498 2.14566
C 3.24967 -0.11008 0.85573
C 3.04902 0.97642 0.01257
C 2.11061 2.08447 0.30691
O 1.89745 2.39384 1.47518
N 1.48986 2.71457 -0.71136
C 1.58412 2.34799 -2.10201
C 0.46985 3.69722 -0.35929
C -0.83162 3.01015 -0.02987
C -1.68190 2.57557 -1.04010
C -2.82718 1.85970 -0.73703
C -3.14192 1.58328 0.58234
C -2.31109 2.03087 1.59626
C -1.15875 2.73464 1.29236
N 3.85878 0.90060 -1.07254
C 4.56571 -0.20028 -0.92863
C 5.55471 -0.74705 -1.75913
C 6.15248 -1.91840 -1.39475
C 5.77590 -2.56185 -0.19519
C 4.81880 -2.02579 0.60746
N 4.21317 -0.86514 0.25118
C 0.13386 -0.67554 -0.09520
C -0.77921 -1.60874 -0.88607
H -7.16378 -0.54739 -1.04733
H -5.56538 0.20505 -1.10488
H -6.26816 -0.26673 0.45272
H -6.15033 -2.67480 -0.24409
H -5.41670 -2.16211 -1.79512
H -2.89935 -2.41114 1.58750
H -1.44972 -3.32432 1.11187
H -0.90655 -1.79564 2.98507
H -1.50799 -0.41530 2.05802
H 0.84913 -2.18284 1.27965
H 0.87462 0.61555 2.11777
H 2.82669 -1.52375 2.39063
H 2.97471 0.15650 2.94099
H 1.61466 3.25391 -2.70948
H 2.49778 1.78365 -2.26831
H 0.72090 1.74779 -2.40581
H 0.82826 4.24787 0.51391
H 0.35081 4.38137 -1.20203
H -1.45086 2.79930 -2.07179
H -3.46239 1.50731 -1.53543
H -4.03060 1.01954 0.82221
H -2.55997 1.83128 2.62903
H -0.49746 3.06240 2.07997
H 5.81221 -0.21763 -2.66102
H 6.91706 -2.36068 -2.01320
H 6.25342 -3.48424 0.09237
H 4.51230 -2.48404 1.53497
H 1.08425 -0.58763 -0.62347
H -0.32098 0.31445 -0.03433
H -1.00850 -1.19044 -1.86752
H -0.28154 -2.57916 -1.02251
```

Atomic partial charges in e from the natural (NBO) method, atoms 1 to 5:
1 C -0.632
2 C -0.068
3 O -0.533
4 C 0.905
5 O -0.676



Molecular formula: C4H9BrNS
Method: DFT, wB97M-V/def2-TZVPD

As for the HOMO energy: -12.95 eV. Its total charge is +1. Its LUMO energy is -4.901 eV. Its structure (SMILES) is C/[N+](=C/Br)CCS. The calculation puts the HOMO-LUMO gap at 8.1 eV. Its total energy is -3184.43673 Eh. The calculation puts the energy above the lowest of the compared OMol25 structures with the same formula, charge and spin at 1.344 eV.

Structure (XYZ):
```
16
C4H9BrNS (wB97M-V/def2-TZVPD)
C 0.51565 -1.50213 -0.33711
N -0.20611 -0.34191 -0.83916
C -1.31430 -0.43466 -1.48794
Br -2.36039 1.02942 -1.82833
C 0.48866 0.89533 -0.45034
C 0.04611 1.20932 0.98638
S 1.18359 0.72577 2.34335
H 0.81511 -1.23002 0.63721
H -0.02252 -2.51065 -0.35522
H 1.35927 -1.88306 -0.92919
H -1.61492 -1.44848 -1.76955
H 0.09305 1.59600 -1.10769
H 1.53827 0.52838 -0.38310
H -0.12163 2.38360 1.16368
H -0.95475 0.94306 1.01502
H 0.55491 0.04004 3.34198
```

Atomic partial charges in e from the natural (NBO) method, atoms 1 to 5:
1 C -0.469
2 N -0.253
3 C 0.105
4 Br 0.259
5 C -0.245



Molecular formula: H19O9
Method: DFT, wB97M-V/def2-TZVPD

As for the HOMO energy: -14.69 eV. Its total charge is +1. Its LUMO energy is -3.115 eV. The calculation puts the HOMO-LUMO gap at 11.6 eV. Its total energy is -688.20052 Eh. The calculation puts the energy above the lowest of the compared OMol25 structures with the same formula, charge and spin at 4.795 eV.

Structure (XYZ):
```
28
H19O9 (wB97M-V/def2-TZVPD)
O 1.83815 -2.74827 1.82929
H 2.22742 -3.65120 1.96032
H -1.13855 -2.54728 -1.00042
O 1.72731 1.83781 2.18344
H 2.27377 2.44963 2.63398
O -0.84732 -0.61910 -3.62521
H 3.43537 -0.62874 -0.43299
H -0.08346 -0.24052 -3.18147
O 2.71526 -0.05618 -0.46494
H 2.28336 -2.48156 1.01809
H 1.69478 2.28209 1.28130
O -1.49293 -0.81945 1.52859
H -3.34163 0.88128 -1.86267
H -1.79783 -0.46155 0.50160
O -3.39804 0.95376 -0.88900
H -3.22422 1.70750 -0.53520
H -0.99401 -1.66827 1.08322
O -0.00798 3.28350 0.16581
H -0.72260 -0.65106 -4.62734
H 0.68735 3.43149 0.88180
O -0.29692 0.67470 0.05253
H 2.26787 0.12449 0.25813
H -0.69428 3.84347 0.44663
O -1.22566 -2.85510 -0.11016
H 0.17538 0.41909 -0.63912
H -0.53228 -0.29141 1.52341
H -0.33231 1.66510 0.01489
H -1.19600 -3.83421 0.00549
```

Atomic partial charges in e from the natural (NBO) method, atoms 1 to 5:
1 O -0.947
2 H 0.484
3 H 0.508
4 O -0.916
5 H 0.481



Molecular formula: C4H10N4
Method: DFT, wB97M-V/def2-TZVPD

As for the HOMO energy: -8.70 eV. Its LUMO energy is 0.741 eV. Its structure (SMILES) is [H]/N=C(\N)CC/C(N)=N\[H]. The calculation puts the HOMO-LUMO gap at 9.4 eV. Its total energy is -377.33531 Eh. The calculation puts the energy above the lowest of the compared OMol25 structures with the same formula, charge and spin at 3.034 eV.

Structure (XYZ):
```
18
C4H10N4 (wB97M-V/def2-TZVPD)
H -1.67281 1.12936 2.16237
N -1.05807 0.56241 1.58508
C -1.64323 0.01592 0.61273
N -2.85216 -0.08415 0.06977
C -0.59364 -0.69453 -0.53585
C 0.55560 0.22216 -0.97320
C 1.87278 0.03530 -0.22637
N 1.74654 -0.10608 1.12079
N 3.03302 0.01679 -0.76115
H 2.99500 0.09999 -1.77228
H -2.05873 -0.28271 -0.89479
H -3.59633 0.43546 0.52636
H -0.21893 -1.49169 0.10934
H -0.98735 -1.28988 -1.37655
H 0.24380 1.26197 -0.83688
H 0.75542 0.07977 -2.03679
H 2.59719 -0.09142 1.65971
H 0.88191 0.18132 1.56772
```

Atomic partial charges in e from the natural (NBO) method, atoms 1 to 5:
1 H 0.359
2 N -0.802
3 C 0.509
4 N -0.875
5 C -0.605



- Look up the energy above the lowest of the compared OMol25 structures with the same formula, charge and spin of the fifth one.
  1.037 eV



Please write out number 6 again, unchanged.
Molecular formula: C4H9BrNS
Method: DFT, wB97M-V/def2-TZVPD

As for the HOMO energy: -12.95 eV. Its total charge is +1. Its LUMO energy is -4.901 eV. Its structure (SMILES) is C/[N+](=C/Br)CCS. The calculation puts the HOMO-LUMO gap at 8.1 eV. Its total energy is -3184.43673 Eh. The calculation puts the energy above the lowest of the compared OMol25 structures with the same formula, charge and spin at 1.344 eV.

Structure (XYZ):
```
16
C4H9BrNS (wB97M-V/def2-TZVPD)
C 0.51565 -1.50213 -0.33711
N -0.20611 -0.34191 -0.83916
C -1.31430 -0.43466 -1.48794
Br -2.36039 1.02942 -1.82833
C 0.48866 0.89533 -0.45034
C 0.04611 1.20932 0.98638
S 1.18359 0.72577 2.34335
H 0.81511 -1.23002 0.63721
H -0.02252 -2.51065 -0.35522
H 1.35927 -1.88306 -0.92919
H -1.61492 -1.44848 -1.76955
H 0.09305 1.59600 -1.10769
H 1.53827 0.52838 -0.38310
H -0.12163 2.38360 1.16368
H -0.95475 0.94306 1.01502
H 0.55491 0.04004 3.34198
```

Atomic partial charges in e from the natural (NBO) method, atoms 1 to 5:
1 C -0.469
2 N -0.253
3 C 0.105
4 Br 0.259
5 C -0.245



- Which of these has the highest energy above the lowest of the compared OMol25 structures with the same formula, charge and spin?
  C43H38HgN7O15



- energy above the lowest of the compared OMol25 structures with the same formula, charge and spin of number 3 (C6H14N2O2)?
  1.178 eV